# 1
{"formula": "C27H36N5O4PS", "method": "the ωB97M-V functional and the def2-TZVPD basis", "homo_energy_ha": -0.302, "charge": 0, "smiles": "C#CCCCC1=C(N=C=S)C(=O)C=C(CCC(=O)Nc2ccccc2)C1=O.CN(C)P(=O)(N(C)C)N(C)C", "orbital_gap_ha": 0.2675, "species": ["C", "C", "C", "C", "C", "C", "C", "N", "C", "S", "C", "O", "C", "C", "C", "C", "C", "O", "N", "C", "C", "C", "C", "C", "C", "C", "O", "H", "H", "H", "H", "H", "H", "H", "H", "H", "H", "H", "H", "H", "H", "H", "H", "H", "H", "O", "P", "N", "C", "C", "N", "C", "C", "N", "C", "C", "H", "H", "H", "H", "H", "H", "H", "H", "H", "H", "H", "H", "H", "H", "H", "H", "H", "H"], "xyz": [[1.0396, -1.4016, 4.9932], [0.5874, -0.3144, 4.7102], [-0.2273, 0.7360, 3.9527], [-0.0460, 0.6405, 2.4076], [-0.1611, -0.8114, 1.8171], [0.9334, -1.0624, 0.7409], [0.8803, -0.3555, -0.4097], [-0.1363, 0.6400, -0.6863], [0.3586, 1.7565, -0.6113], [0.9790, 3.1368, -0.1228], [1.9778, -0.6056, -1.4695], [1.8154, -0.1181, -2.5683], [3.2375, -1.4005, -1.1418], [3.3207, -2.0950, 0.0107], [4.5591, -2.9185, 0.4032], [5.8891, -2.1176, 0.3669], [6.1937, -1.3726, 1.7060], [5.5221, -1.6486, 2.6706], [7.2799, -0.4398, 1.7505], [6.9668, 0.8561, 1.2294], [5.9290, 1.1592, 0.3047], [5.7245, 2.4871, -0.1873], [6.5617, 3.5535, 0.2495], [7.5817, 3.2655, 1.2053], [7.7837, 1.9457, 1.6904], [2.0738, -2.0609, 0.9275], [1.9860, -2.8536, 1.8418], [1.5134, -2.3691, 5.1568], [0.2024, 1.7163, 4.2753], [-1.2880, 0.7496, 4.2814], [0.9234, 1.0813, 2.0985], [-0.8369, 1.2544, 1.9200], [-1.1324, -0.8787, 1.2729], [-0.1627, -1.6186, 2.5729], [4.0688, -1.3835, -1.8726], [4.3628, -3.4348, 1.3619], [4.6595, -3.7274, -0.3623], [6.7096, -2.8732, 0.2653], [5.9923, -1.4635, -0.5253], [7.7095, -0.3899, 2.6701], [5.2488, 0.3771, -0.0625], [4.9278, 2.6894, -0.9274], [6.3856, 4.5561, -0.1694], [8.2016, 4.1176, 1.5374], [8.5892, 1.8093, 2.4293], [-3.7691, -0.3965, -0.1095], [-5.0286, -0.1102, -0.9109], [-4.7601, -1.3814, -2.0613], [-5.2226, -1.4455, -3.4358], [-4.7466, -2.7296, -1.4937], [-4.4384, 1.3836, -1.5579], [-4.2179, 1.6156, -2.9722], [-3.3888, 2.0580, -0.7990], [-6.6085, 0.2552, -1.6084], [-7.1657, 1.5765, -1.2236], [-7.6323, -0.7261, -1.1646], [-6.2951, -1.6659, -3.5252], [-4.6906, -2.2386, -3.9693], [-5.0166, -0.5443, -4.0024], [-5.7602, -3.1020, -1.2906], [-4.1916, -2.7624, -0.5560], [-4.2571, -3.4368, -2.1671], [-3.4134, 0.9852, -3.3702], [-3.9493, 2.6591, -3.1597], [-5.1317, 1.4632, -3.5499], [-2.4096, 1.5999, -0.9823], [-3.5974, 2.0279, 0.2690], [-3.3253, 3.1158, -1.0716], [-7.1940, 1.7010, -0.1375], [-8.1807, 1.6876, -1.6128], [-6.6015, 2.4022, -1.6477], [-7.7043, -0.7671, -0.0742], [-7.4124, -1.7310, -1.5247], [-8.6129, -0.4722, -1.5690]], "forces_ev_per_a": [[0.337, 0.175, -0.077], [-1.260, -0.479, -1.233], [1.468, 0.418, 1.014], [-0.298, -0.435, -0.074], [0.118, -0.328, -0.815], [-0.603, 0.721, -0.281], [1.336, -1.496, 0.192], [1.673, 0.078, -0.280], [-0.098, 0.785, 1.300], [-0.604, -0.963, -1.010], [-0.377, 0.529, -0.264], [0.402, -0.174, 0.230], [-0.650, 0.037, 0.689], [-0.446, 0.649, -0.187], [-0.560, -0.185, -0.619], [0.710, -0.269, 0.389], [-0.939, -0.595, -0.384], [0.790, 0.200, 0.009], [-1.048, -0.002, -0.702], [0.690, 1.773, -0.026], [0.121, 0.523, -0.046], [1.109, -0.098, 0.787], [-0.269, -1.462, 0.164], [-0.781, -0.331, -0.633], [-0.633, 0.735, -0.770], [-0.034, -0.238, 0.526], [0.232, 0.182, -0.346], [-0.365, 0.905, 0.082], [-0.542, -0.491, -0.315], [0.665, -0.357, -0.267], [-0.466, -0.252, 0.440], [0.546, -0.266, 0.439], [0.574, -0.017, 0.358], [0.279, 0.603, -0.296], [-0.788, 0.088, 0.297], [0.324, 0.546, -0.400], [-0.128, 0.557, 0.505], [-0.428, 0.639, 0.121], [-0.119, -0.395, 0.626], [-0.380, 0.030, -0.078], [0.388, 0.467, 0.304], [0.517, -0.276, 0.584], [0.294, -0.521, 0.439], [-0.249, -0.802, -0.016], [-0.501, -0.239, -0.425], [-2.821, -0.517, 3.040], [4.671, 1.061, -6.727], [-0.299, -0.760, 0.162], [-0.479, 0.145, -0.159], [0.331, -0.034, 0.388], [0.045, 0.772, 0.289], [-0.613, -0.015, -0.259], [0.173, -0.210, 0.227], [-0.967, -0.002, 3.366], [-0.026, 0.546, -0.238], [-0.045, -0.593, -0.373], [-0.049, -0.015, -0.059], [0.057, -0.072, 0.264], [-0.089, 0.151, 0.209], [-0.004, -0.155, -0.111], [-0.036, 0.194, -0.016], [-0.044, 0.130, -0.111], [-0.016, -0.002, -0.086], [0.103, -0.017, 0.246], [0.035, -0.221, 0.015], [-0.053, 0.064, 0.143], [0.099, -0.122, -0.027], [-0.195, -0.060, -0.214], [-0.148, 0.072, -0.029], [-0.014, -0.347, 0.069], [0.243, -0.218, 0.068], [-0.206, 0.047, -0.029], [0.230, 0.050, 0.000], [0.107, 0.159, 0.004]], "mulliken_charge": [-0.17, -0.34, -0.70, -0.19, -0.72, 0.43, 0.21, -0.25, 0.46, -0.26, 0.40, -0.59, -0.19, 0.31, -1.08, -0.58, 0.22, -0.55, -0.19, 0.64, 0.07, -0.64, -0.53, -0.51, -0.45, 0.13, -0.63, 0.37, 0.34, 0.35, 0.25, 0.07, 0.01, 0.44, 0.44, 0.30, 0.47, 0.40, 0.48, 0.37, 0.05, 0.38, 0.36, 0.32, 0.28, -0.73, 0.91, 0.09, -0.80, -1.09, 0.17, -1.23, -1.13, -0.09, -1.00, -1.12, 0.27, 0.38, 0.18, 0.27, 0.25, 0.40, 0.31, 0.42, 0.38, 0.40, 0.33, 0.39, 0.35, 0.40, 0.29, 0.38, 0.25, 0.41]}

---

# 2
{"formula": "C34H30I2N5O6S3V", "method": "the ωB97M-V functional and the def2-TZVPD basis", "homo_energy_ha": [-0.192, -0.196], "charge": -1, "e_above_lowest_kcal_mol": 65.94, "orbital_gap_ha": [0.2393, 0.2503], "spin_multiplicity": 2, "species": ["V", "I", "C", "C", "C", "I", "C", "O", "C", "C", "N", "C", "C", "C", "C", "C", "C", "N", "C", "H", "H", "H", "H", "H", "H", "H", "H", "H", "H", "H", "C", "C", "O", "C", "C", "C", "C", "C", "C", "O", "H", "H", "H", "H", "H", "H", "H", "C", "C", "S", "C", "C", "S", "H", "H", "H", "H", "H", "H", "O", "S", "O", "O", "C", "N", "C", "C", "C", "N", "C", "C", "C", "N", "C", "C", "H", "H", "H", "H", "H", "H"], "xyz": [[-0.4216, -0.6537, -0.4268], [2.2537, -5.7494, 4.5705], [1.7458, -4.3489, 3.0712], [2.3521, -4.4340, 1.8331], [1.9883, -3.5123, 0.8741], [2.8245, -3.5623, -1.0572], [1.0369, -2.5055, 1.0982], [0.6985, -1.6894, 0.1643], [0.4384, -2.4514, 2.3831], [-0.6174, -1.4071, 2.6637], [-0.2056, -0.1085, 2.1693], [0.8296, 0.5325, 2.9627], [2.0283, 0.9413, 2.1375], [2.9295, 1.8852, 2.6226], [4.0040, 2.2445, 1.8306], [4.1550, 1.6462, 0.5892], [3.2238, 0.6925, 0.2131], [2.1903, 0.3530, 0.9646], [0.8036, -3.3725, 3.3479], [3.0731, -5.2081, 1.6166], [-0.8441, -1.4048, 3.7482], [-1.5370, -1.6885, 2.1346], [-0.9985, 0.5135, 2.0496], [1.1806, -0.1666, 3.7355], [0.4468, 1.4246, 3.4773], [2.7822, 2.3320, 3.5968], [4.7224, 2.9737, 2.1773], [4.9644, 1.9159, -0.0696], [3.3038, 0.1592, -0.7253], [0.3377, -3.3343, 4.3228], [-3.1694, 4.1440, 0.5832], [-2.8160, 2.6710, 0.5583], [-1.9590, 2.2237, 1.3019], [-3.5318, 1.8454, -0.4195], [-4.8148, 2.1726, -0.8654], [-5.4690, 1.4022, -1.7989], [-4.8338, 0.2921, -2.3449], [-3.5712, -0.0547, -1.9357], [-2.8890, 0.6956, -0.9515], [-1.7007, 0.3384, -0.6070], [-2.3966, 4.6912, 1.1194], [-4.1185, 4.2875, 1.0984], [-3.2620, 4.5257, -0.4306], [-5.3118, 3.0345, -0.4476], [-6.4678, 1.6623, -2.1119], [-5.3371, -0.3022, -3.0944], [-3.0665, -0.9163, -2.3491], [-1.8006, -4.9031, -1.6117], [-1.3355, -3.4740, -1.6021], [-1.9186, -2.5114, -0.2659], [-0.6294, -2.9316, -2.6121], [-0.2191, -3.6647, -3.8562], [-0.1999, -1.2360, -2.6266], [-2.1822, -5.1737, -0.6315], [-0.9833, -5.5743, -1.8733], [-2.6069, -5.0217, -2.3373], [-0.6483, -4.6612, -3.9065], [0.8666, -3.7449, -3.9044], [-0.5472, -3.0951, -4.7237], [4.6136, 4.5678, -6.2321], [5.0619, 5.8125, -5.6366], [4.8595, 6.9888, -6.4595], [6.3477, 5.7386, -4.9513], [3.9998, 6.0579, -4.1605], [4.0242, 7.2589, -3.6078], [3.3612, 7.4114, -2.4791], [2.6420, 6.3793, -1.8888], [2.7081, 5.1396, -2.5270], [3.4032, 5.0004, -3.6557], [2.0190, 3.9344, -2.0376], [1.9514, 2.8118, -2.8631], [1.2645, 1.6941, -2.4234], [0.6604, 1.6225, -1.2416], [0.7319, 2.6833, -0.4496], [1.3972, 3.8483, -0.7923], [3.3966, 8.4000, -2.0324], [2.0593, 6.5442, -0.9960], [2.4388, 2.8447, -3.8243], [1.1821, 0.8196, -3.0556], [0.2218, 2.6009, 0.5008], [1.4335, 4.6665, -0.0903]], "forces_ev_per_a": [[1.395, -0.362, -2.458], [-0.082, 0.250, -0.262], [0.065, -0.327, 0.391], [-0.046, -0.048, 0.120], [-0.044, 0.525, -0.873], [-0.014, -0.099, 0.323], [0.706, -1.947, 2.214], [3.349, -2.524, 0.944], [0.025, 0.222, -0.555], [-0.238, -0.349, 0.224], [-0.702, 0.387, -0.324], [0.238, 0.097, -0.058], [0.251, 0.193, 0.124], [-0.061, 0.003, -0.031], [0.038, -0.038, 0.005], [-0.060, -0.036, -0.037], [0.390, 0.038, -0.058], [-0.122, 0.064, 0.305], [0.061, -0.044, 0.011], [0.040, 0.037, -0.039], [0.084, 0.018, -0.267], [0.146, 0.003, 0.204], [-0.049, 0.029, 0.164], [-0.101, 0.097, -0.080], [-0.025, -0.191, -0.032], [-0.030, 0.042, 0.045], [0.014, 0.090, 0.002], [0.103, -0.008, -0.073], [0.069, 0.047, -0.170], [-0.029, 0.044, 0.051], [0.268, -0.073, 0.127], [0.054, 0.447, 0.250], [-0.143, 0.106, 0.091], [0.493, -0.962, -0.313], [0.106, 0.006, 0.060], [-0.136, 0.032, -0.046], [-0.089, 0.156, 0.079], [0.595, -0.031, 0.252], [-2.954, 0.756, -0.874], [-3.276, 3.461, 0.553], [-0.019, -0.044, 0.022], [-0.091, 0.029, 0.006], [-0.058, 0.071, -0.031], [-0.034, 0.121, 0.014], [-0.111, 0.057, -0.023], [-0.004, -0.054, -0.039], [0.025, 0.018, 0.012], [0.043, 0.058, -0.017], [0.246, 0.214, -0.529], [-0.115, 0.363, 0.212], [-0.345, -0.330, 0.302], [0.029, 0.059, 0.230], [0.121, 0.286, 0.000], [-0.007, -0.115, 0.055], [-0.047, -0.115, 0.010], [-0.045, -0.160, -0.027], [-0.027, -0.076, -0.022], [0.112, -0.043, -0.073], [0.001, -0.011, -0.175], [-0.015, 0.132, 0.112], [0.072, -0.096, 0.185], [-0.014, -0.060, 0.143], [-0.066, 0.011, -0.235], [0.553, -0.184, -0.535], [0.096, 0.711, 0.076], [-0.217, -0.136, 0.058], [0.043, -0.297, -0.117], [0.345, 0.932, -0.104], [-0.483, -0.594, 0.224], [-0.291, -0.612, 0.082], [-0.058, 0.171, 0.256], [0.151, 0.057, -0.368], [-0.090, -0.770, 0.082], [-0.043, 0.336, 0.242], [0.018, -0.080, -0.201], [-0.062, 0.005, 0.055], [0.008, 0.007, 0.095], [0.010, -0.050, -0.133], [0.096, -0.003, -0.006], [0.027, 0.017, 0.089], [-0.041, 0.061, 0.084]], "mulliken_charge": [0.71, 0.02, -0.45, -0.13, -0.42, -0.04, -0.18, 1.25, 1.25, -1.65, 0.29, -1.41, 0.67, -1.09, -0.42, -0.94, -0.42, 0.59, -0.87, 0.43, 0.48, 0.42, 0.13, 0.42, 0.49, 0.48, 0.41, 0.51, 0.46, 0.44, -1.84, 0.85, -0.58, 0.52, -0.71, -0.77, -0.89, -0.63, 0.60, 0.24, 0.37, 0.43, 0.45, 0.38, 0.40, 0.45, 0.19, -1.81, 0.86, -0.59, 0.78, -1.63, -0.42, 0.45, 0.38, 0.34, 0.47, 0.21, 0.34, -0.67, 1.18, -0.69, -0.69, 0.08, -0.50, -0.35, -0.60, 0.32, -0.32, 1.38, -0.95, -0.89, 0.75, -0.69, -1.50, 0.41, 0.36, 0.73, 0.38, 0.67, 0.30]}

---

| no. | F_max (hartree/bohr) |
| --- | --- |
| 1 | 0.1606 |
| 2 | 0.0933 |